DFT (wB97M-V/def2-TZVPD) results for 9 unconnected molecules or ions with the total composition C48H79BN3O19S2 in a non-equilibrium geometry.

Output
ΔE to the lowest compared entry with this formula, charge and spin, kcal/mol: 131.50
E_tot, eV: -116769.357

ORCA input file:
```
! wB97M-V def2-TZVPD RIJCOSX def2/J DEFGRID3
* xyz 1 1
C 0.9708 2.6179 1.3804
C 2.2070 1.8633 0.6447
C 1.7028 0.4792 -0.0008
O 1.6223 0.4751 -1.4541
C 0.6282 1.3774 -1.9457
N -0.7785 0.9342 -1.6929
C -1.1288 -0.4478 -1.4405
C -2.6293 -0.6532 -1.1625
C -3.3937 -2.0021 -0.8039
C -2.8216 -2.7817 0.4764
C -1.2667 -3.1614 0.4026
S -0.7792 -4.1300 -1.1031
C 0.8521 -4.9770 -0.7991
S 1.2540 -5.4407 0.7677
N 1.7469 -5.2495 -1.9459
C 3.1792 -4.9474 -1.6334
C 3.8371 -4.2008 -2.9286
C 1.5537 -6.7182 -2.2688
C 2.1849 -7.0422 -3.7290
N -3.0954 0.7178 -1.3282
B -4.5575 1.1521 -1.2006
O -4.8819 1.8820 -0.0051
O -5.5111 0.7910 -2.2281
C -5.7155 1.9928 -3.0632
C -2.0215 1.6529 -1.6330
H 1.2827 3.6932 1.6327
H 0.0556 2.7172 0.6732
H 0.6477 2.1081 2.3467
H 2.6436 2.5098 -0.1892
H 3.0059 1.6023 1.4333
H 0.6822 0.2289 0.4717
H 2.4095 -0.3886 0.2924
H 0.7396 2.4574 -1.5873
H 0.7613 1.4077 -3.0944
H -0.3145 -1.2612 -1.4427
H -4.4807 -1.7003 -0.5412
H -3.4552 -2.7085 -1.6970
H -2.9832 -2.2019 1.4508
H -3.4034 -3.7747 0.5873
H -0.5965 -2.2274 0.5459
H -1.0417 -3.8404 1.3126
H 3.7848 -5.8865 -1.3414
H 3.3126 -4.2099 -0.7644
H 4.8997 -4.5570 -3.1423
H 3.7848 -3.0694 -2.6880
H 3.2145 -4.3510 -3.8787
H 1.9888 -7.4064 -1.4598
H 0.4225 -6.9643 -2.3227
H 1.9644 -6.1579 -4.4299
H 3.3126 -7.1841 -3.6043
H 1.7758 -8.0370 -4.1248
H -5.3376 2.7274 -0.2203
H -4.7265 2.4391 -3.4422
H -6.3875 1.7765 -3.9715
H -6.1859 2.7795 -2.3608
H -2.1448 2.7785 -1.8141
O 1.6346 3.4775 4.2547
C 0.7434 3.7279 5.0319
O 0.6998 4.8380 5.8189
C -0.4354 4.7550 6.6926
C -1.3860 3.7959 6.0194
C -0.4457 2.8484 5.3080
H -0.0985 4.3905 7.6682
H -0.8763 5.7454 6.8178
H -2.0631 3.3002 6.7176
H -1.9921 4.3302 5.2847
H -0.1355 2.0225 5.9528
H -0.8789 2.4721 4.3807
O -8.9604 2.3505 -5.4025
C -9.4467 1.8406 -4.4253
O -9.0470 2.1086 -3.1504
C -9.7538 1.2537 -2.2438
C -11.0008 0.8311 -2.9853
C -10.5312 0.7989 -4.4238
H -9.1112 0.4040 -1.9926
H -9.9882 1.8021 -1.3293
H -11.4083 -0.1189 -2.6358
H -11.7773 1.5938 -2.8700
H -10.0971 -0.1680 -4.6889
H -11.3312 1.0637 -5.1130
O -12.7456 -0.8015 -5.5504
C -12.2548 -1.6407 -6.2628
O -11.3808 -1.3674 -7.2683
C -11.0826 -2.5743 -7.9798
C -11.3982 -3.6929 -7.0148
C -12.5434 -3.1162 -6.2100
H -11.7052 -2.6121 -8.8785
H -10.0326 -2.5752 -8.2774
H -11.6406 -4.6341 -7.5110
H -10.5403 -3.8694 -6.3579
H -13.5100 -3.3072 -6.6819
H -12.5372 -3.4810 -5.1830
O 5.7570 -1.1471 0.8167
C 5.9650 -0.5441 1.8409
O 5.0155 -0.3092 2.7904
C 5.5714 0.5233 3.8161
C 7.0646 0.3344 3.7179
C 7.2694 0.0913 2.2386
H 5.2705 1.5583 3.6265
H 5.1845 0.2151 4.7890
H 7.6312 1.1828 4.1047
H 7.3633 -0.5559 4.2807
H 7.3941 1.0261 1.6858
H 8.1075 -0.5807 2.0548
O 6.5769 3.6297 5.6674
C 5.8788 4.6092 5.7273
O 5.4540 5.1746 6.8893
C 4.5559 6.2497 6.5896
C 4.8808 6.6590 5.1741
C 5.3133 5.3537 4.5485
H 3.5295 5.8845 6.6909
H 4.7121 7.0672 7.2959
H 4.0436 7.1348 4.6605
H 5.7197 7.3625 5.1745
H 4.4642 4.7944 4.1473
H 6.0713 5.5082 3.7806
O 3.1114 -8.6460 -5.7791
C 4.2694 -8.6512 -6.1108
O 4.9730 -7.5322 -6.4337
C 6.2799 -7.9066 -6.8847
C 6.5232 -9.2794 -6.3029
C 5.1311 -9.8734 -6.2744
H 6.2829 -7.9121 -7.9788
H 7.0124 -7.1779 -6.5332
H 7.2405 -9.8690 -6.8763
H 6.9037 -9.1868 -5.2806
H 4.8781 -10.3641 -7.2172
H 5.0034 -10.5589 -5.4367
O -2.6462 6.7996 6.1318
C -3.6627 6.4826 5.5660
O -3.7408 5.4969 4.6295
C -5.0659 5.4610 4.0872
C -5.9405 6.1156 5.1302
C -5.0062 7.1343 5.7475
H -5.0695 6.0073 3.1391
H -5.3581 4.4260 3.8997
H -6.8520 6.5501 4.7165
H -6.2312 5.3790 5.8860
H -5.0190 8.0814 5.2031
H -5.2256 7.2935 6.8031
O 9.9725 -0.3763 1.9961
C 10.6724 0.4618 2.5070
O 10.5731 0.8439 3.8082
C 11.4735 1.9303 4.0545
C 12.5215 1.8310 2.9710
C 11.7359 1.2636 1.8080
H 10.9111 2.8675 4.0048
H 11.9056 1.8304 5.0516
H 13.0048 2.7844 2.7508
H 13.2985 1.1204 3.2704
H 11.2592 2.0489 1.2164
H 12.3555 0.6275 1.1761
*
```

Mulliken atomic charge list, values in e, 4 entries: -0.612 -0.376 0.058 -0.372